Entry 1:
ORCA calculation (the ωB97M-V functional and the def2-TZVPD basis) on a 8-piece molecular cluster, H16O8 overall in a non-equilibrium geometry.

Structure (XYZ):
```
24
Properties=species:S:1:pos:R:3
O -0.1180 1.6954 2.3071
H -0.3013 1.2020 3.0851
H 0.7498 2.0043 2.4592
O 2.0731 -1.0677 -0.2888
H 2.2007 -0.3858 0.3186
H 2.3250 -1.8359 0.1511
O -0.6900 -0.3822 0.1800
H -0.4068 0.5099 0.3328
H 0.0131 -0.7852 -0.3105
O 0.4047 2.2575 -0.6064
H 0.1991 1.7648 -1.3888
H -0.4221 2.4813 -0.2488
O -1.3315 3.8329 1.1303
H -1.0498 3.0812 1.6245
H -0.4440 4.1248 1.0385
O -1.3799 -2.6081 1.5958
H -1.2192 -3.3548 1.0124
H -1.1392 -1.8417 1.0597
O -0.4455 -2.7178 -2.2846
H 0.2735 -3.2797 -2.3962
H -1.1259 -3.0997 -1.7454
O 0.6142 -0.1526 -2.4784
H 1.2079 -0.5983 -1.8858
H 0.0124 -0.8442 -2.6612
```

## Properties
- M: 144.12 g/mol
- E_HOMO: -0.397 Ha
- Spin multiplicity: 1
- Frontier orbital gap: 10.8 eV
- SMILES: O.O.O.O.O.O.O.O
- LUMO level: -0.060 eV

***

Entry 2:
ORCA calculation (the ωB97M-V functional and the def2-TZVPD basis) on a 8-piece molecular cluster, H16O8 overall.

Structure (XYZ):
```
24
Properties=species:S:1:pos:R:3
O -2.2026 1.8281 2.4674
H -1.3346 1.3842 2.4104
H -2.0120 2.7056 2.8127
O 3.1405 0.9228 0.8643
H 3.6543 1.2266 0.1045
H 3.0955 1.6980 1.4337
O 0.0489 2.2334 -1.9793
H -0.7872 1.9068 -2.3256
H 0.3586 1.5242 -1.3912
O -1.2630 -2.6663 -0.1075
H -1.7318 -3.2743 0.4768
H -0.6622 -3.2274 -0.6154
O 0.3036 -0.1248 -0.2705
H -0.2674 -0.9018 -0.3529
H 0.3593 0.0564 0.6927
O 0.4225 0.7058 2.3600
H 1.1501 1.3369 2.3180
H 0.4841 0.3122 3.2410
O 2.6350 -0.6294 -2.0696
H 2.0432 -0.7844 -2.8121
H 2.0658 -0.6829 -1.2849
O -3.2971 -1.5030 -2.1226
H -2.8524 -1.6906 -1.2850
H -3.3513 -2.3561 -2.5649
```

## Properties
- M: 144.12 g/mol
- E_HOMO: -0.381 Ha
- Spin multiplicity: 1
- Frontier orbital gap: 10.3 eV
- SMILES: O.O.O.O.O.O.O.O
- LUMO level: -0.076 eV

***

Entry 3:
ORCA calculation (the ωB97M-V functional and the def2-TZVPD basis) on a 8-piece molecular cluster, H16O8 overall in a non-equilibrium geometry.

Structure (XYZ):
```
24
Properties=species:S:1:pos:R:3
O -0.5697 0.8587 0.4747
H -1.0106 0.0317 0.2600
H -0.3620 1.3286 -0.3827
O -2.9847 1.5875 1.6570
H -2.2744 0.9300 1.7768
H -3.3365 1.1458 0.7999
O 0.7721 4.3244 -3.4385
H 0.2487 4.7225 -4.0645
H 0.3917 3.4345 -3.4891
O 3.2372 -0.4463 2.1211
H 2.8096 -0.1118 2.9357
H 3.8360 0.2828 1.9052
O -2.8722 -1.3600 -0.2286
H -2.3793 -0.9073 0.4451
H -2.1145 -1.7092 -0.8432
O 0.0103 -2.8322 1.1546
H 0.5723 -3.1761 1.8261
H 0.3047 -3.1234 0.3292
O -1.7678 -3.7795 -0.3994
H -2.2566 -3.6381 -1.2088
H -2.2702 -4.4393 0.1793
O 4.2438 1.8500 -1.1606
H 3.4712 2.4842 -1.2155
H 3.8188 1.1240 -0.6960
```

## Properties
- M: 144.12 g/mol
- E_HOMO: -0.398 Ha
- Spin multiplicity: 1
- Frontier orbital gap: 10.8 eV
- SMILES: O.O.O.O.O.O.O.O
- LUMO level: -0.011 eV

***

Entry 4:
ORCA calculation (the ωB97M-V functional and the def2-TZVPD basis) on H16O8 as an isolated structure in a non-equilibrium geometry.

Structure (XYZ):
```
24
Properties=species:S:1:pos:R:3
O -2.0009 0.3336 2.4981
H -1.3904 0.3890 1.7630
H -2.6124 -0.3600 2.2505
O 1.3959 -2.9024 0.5832
H 1.4874 -2.6512 1.5023
H 1.5740 -2.0982 0.0956
O -1.0761 -1.2599 0.8233
H -1.7591 -1.8312 0.4722
H -0.9447 -1.5663 1.7206
O 1.6643 -1.1521 -0.4782
H 2.5242 -0.7330 -0.5123
H 1.5072 -1.4506 -1.3740
O 1.8774 2.3023 -1.2499
H 2.4024 2.2523 -2.0488
H 1.9096 1.4177 -0.8858
O -1.6599 1.6161 0.3680
H -0.7559 1.3287 0.4955
H -1.6404 2.5562 0.5474
O -1.2150 1.2840 -2.0362
H -0.6315 0.7547 -1.4924
H -0.6628 1.9966 -2.3577
O -0.1123 0.2209 -0.4554
H 0.7711 -0.1341 -0.3565
H -0.6521 -0.3131 0.1275
```

## Properties
- M: 144.12 g/mol
- E_HOMO: -0.313 Ha
- Spin multiplicity: 1
- Frontier orbital gap: 7.9 eV
- LUMO level: -0.638 eV

***

Entry 5:
ORCA calculation (the ωB97M-V functional and the def2-TZVPD basis) on H16O8Pb as an isolated structure in a non-equilibrium geometry.

Structure (XYZ):
```
25
Properties=species:S:1:pos:R:3
Pb -12.9112 9.5418 -19.9184
O -13.1617 8.4706 -22.0989
H -12.8669 8.4442 -23.0022
H -13.1156 7.5391 -21.9081
O -14.9020 10.8139 -18.9892
H -15.6656 10.8860 -19.6146
H -15.1908 10.8580 -18.0927
O -10.8864 9.9348 -21.1797
H -10.1955 10.6124 -21.0980
H -10.4501 9.2369 -21.6653
O -11.9762 11.6087 -19.0318
H -11.9010 12.3038 -19.6873
H -12.2660 12.1294 -18.2931
O -13.4421 11.3857 -21.5200
H -13.6550 12.1955 -21.0398
H -14.1741 11.2276 -22.0994
O -13.0583 8.8754 -17.5172
H -12.4390 9.0515 -16.8013
H -13.7873 8.3957 -17.1433
O -14.8307 8.0810 -19.6781
H -15.2772 8.4886 -20.4295
H -15.0171 7.1502 -19.8824
O -11.8848 7.2785 -19.6711
H -10.9060 7.1693 -19.8414
H -12.0979 6.4174 -19.9966
```

## Properties
- M: 351.32 g/mol
- E_HOMO: -0.614 Ha
- Total charge: +2
- Spin multiplicity: 1
- Frontier orbital gap: 10.3 eV
- LUMO level: -6.383 eV

***

Entry 6:
ORCA calculation (the ωB97M-V functional and the def2-TZVPD basis) on H16O8Sr as an isolated structure in a non-equilibrium geometry.

Structure (XYZ):
```
25
Properties=species:S:1:pos:R:3
Sr -0.0492 -0.0538 0.0289
O 0.2938 0.1477 -1.7842
H 0.3545 -0.6397 -2.3251
H 0.3413 0.8719 -2.4084
O -1.6144 -1.1269 0.3751
H -2.1300 -1.0372 -0.4264
H -1.9452 -1.9263 0.7849
O 0.4855 -1.7740 -0.5972
H 1.3996 -1.8989 -0.8522
H 0.1135 -2.6560 -0.5980
O 0.7912 -0.6889 1.5898
H 1.7297 -0.5090 1.5354
H 0.7326 -1.6424 1.6496
O -1.4722 0.9211 -0.6378
H -2.3749 0.9709 -0.3234
H -1.4702 1.4370 -1.4441
O 0.5879 1.7531 0.0186
H 0.1303 2.5347 -0.2910
H 1.3195 2.0919 0.5346
O -1.0486 0.8025 1.4928
H -2.0041 0.8016 1.5491
H -0.7575 1.0901 2.3581
O 1.8220 0.1168 -0.1732
H 2.1975 0.8780 0.2693
H 2.5673 -0.4643 -0.3252
```

## Properties
- M: 231.74 g/mol
- E_HOMO: -0.638 Ha
- Total charge: +2
- Spin multiplicity: 1
- Frontier orbital gap: 10.3 eV
- LUMO level: -7.032 eV

***

Entry 7:
ORCA calculation (the ωB97M-V functional and the def2-TZVPD basis) on H16O8Sr as an isolated structure.

Structure (XYZ):
```
25
Properties=species:S:1:pos:R:3
Sr 0.0692 0.1392 -0.0759
O 0.2881 1.6006 1.9742
H 0.8502 1.9224 2.6941
H -0.6068 1.6984 2.3323
O 2.5659 -0.3118 -0.8477
H 3.0241 -0.1548 -1.6852
H 2.7449 -1.2321 -0.6062
O 0.7347 2.1331 -1.4956
H 0.0331 2.5840 -1.9891
H 1.3644 2.8444 -1.2964
O 1.3238 -1.1070 2.0502
H 1.9174 -0.7451 2.7227
H 1.0798 -1.9720 2.4042
O -2.0653 1.6359 -0.1071
H -2.8324 1.4883 -0.6826
H -2.3999 2.2068 0.5996
O -1.8409 -1.0591 1.1966
H -2.7257 -0.7939 1.4875
H -1.7143 -1.9230 1.6114
O -0.9439 -0.2371 -2.4745
H -1.0310 -1.0238 -3.0325
H -0.9110 0.4930 -3.1094
O 0.3292 -2.3363 -0.4814
H 0.6734 -2.7741 -1.2760
H 0.0726 -3.0761 0.0869
```

## Properties
- M: 231.74 g/mol
- E_HOMO: -0.688 Ha
- Total charge: +2
- Spin multiplicity: 1
- Frontier orbital gap: 12.4 eV
- LUMO level: -6.276 eV

***

Entry 8:
ORCA calculation (the ωB97M-V functional and the def2-TZVPD basis) on H16O8Xe as an isolated structure in a non-equilibrium geometry.

Structure (XYZ):
```
25
Properties=species:S:1:pos:R:3
Xe 0.2634 0.0326 -1.2019
O 0.7399 2.6377 2.2603
H 0.8020 1.6961 2.1000
H 0.1666 2.7141 3.0230
O 0.4299 -2.5879 -3.7597
H 1.3658 -2.4139 -3.6597
H 0.2299 -2.3178 -4.6560
O -0.9763 -2.6911 1.5974
H -0.3290 -2.0223 1.8208
H -1.5219 -2.7680 2.3801
O 0.3029 -0.4841 2.2668
H 1.0932 -0.5968 1.7387
H 0.5937 -0.6272 3.1675
O 2.9368 -1.0990 1.1814
H 3.0887 -1.7544 0.5005
H 3.1505 -0.2648 0.7634
O -0.8741 3.6309 0.3583
H -0.2072 3.3057 0.9630
H -0.6291 4.5423 0.1983
O -2.1279 2.9680 -2.3266
H -2.8330 2.5100 -1.8691
H -1.5539 3.2832 -1.6285
O -1.7197 -2.6996 -1.6287
H -1.4054 -2.5485 -2.5201
H -0.9858 -2.4454 -1.0692
```

## Properties
- M: 275.41 g/mol
- E_HOMO: -0.380 Ha
- Spin multiplicity: 1
- Frontier orbital gap: 10.3 eV
- LUMO level: -0.048 eV

***

Entry 9:
ORCA calculation (the ωB97M-V functional and the def2-TZVPD basis) on a 8-piece molecular cluster, H17O8 overall in a non-equilibrium geometry.

Structure (XYZ):
```
25
Properties=species:S:1:pos:R:3
O -2.5430 -11.8378 3.1627
H -2.6751 -11.9831 4.2081
H -2.8387 -12.4554 2.4866
H -2.7720 -10.9247 2.9667
O -4.9569 -10.8218 1.6534
H -4.2512 -10.3170 1.6842
H -5.1406 -11.2256 0.7319
O -5.3933 -12.6410 3.8180
H -5.8274 -12.0065 4.5614
H -5.6286 -11.9015 3.2582
O -2.4241 -13.0728 5.6130
H -1.5742 -12.7458 5.6875
H -2.4574 -13.9320 5.9201
O -3.2626 -13.9082 1.4000
H -2.7489 -13.7839 0.4803
H -4.1193 -14.1398 1.2521
O -2.1451 -9.6446 1.5448
H -2.5903 -9.4333 0.7127
H -1.1783 -9.8716 1.3727
O -3.7447 -9.8154 4.7345
H -4.0519 -9.1523 4.2941
H -4.5012 -10.3350 4.9920
O -0.6177 -9.7131 6.1196
H -1.0920 -9.8449 5.3611
H 0.3252 -9.5146 5.9245
```

## Properties
- M: 145.13 g/mol
- E_HOMO: -0.528 Ha
- Total charge: +1
- Spin multiplicity: 1
- Frontier orbital gap: 10.9 eV
- LUMO level: -3.441 eV

***

Entry 10:
ORCA calculation (the ωB97M-V functional and the def2-TZVPD basis) on H17O9 as an isolated structure in a non-equilibrium geometry.

Structure (XYZ):
```
26
Properties=species:S:1:pos:R:3
O -1.7917 -0.0199 -0.2934
H 2.6657 0.0797 -0.4273
H 1.2850 1.9945 -1.5214
O -1.8947 1.0677 -2.8493
H -1.8564 2.0310 -2.8523
O 0.9307 -0.9186 -0.1444
H 1.7511 -1.4161 -0.2567
H 3.3709 0.9556 0.6384
O -3.4538 -1.3814 1.2577
H -0.9565 0.9987 3.4257
H -3.3609 -0.5887 0.7082
O 1.6370 2.5922 -0.8609
H -1.4208 0.4983 -1.0226
H -2.8025 -1.3541 1.9594
O -0.1159 0.6635 3.7428
H 0.5004 -0.8299 -1.3575
H 0.0308 -0.1444 3.2331
O 3.5329 0.3695 -0.1004
H 1.0553 2.7518 -0.1200
H -1.0027 0.7602 -3.1003
O 0.7044 -1.8020 2.2882
H 0.7686 -2.7334 2.4726
H 0.7674 -1.4672 1.3481
O 0.3508 -0.5691 -2.4590
H 1.1115 -0.6326 -3.0371
H -1.8067 -0.9052 -0.6717
```

## Properties
- M: 161.13 g/mol
- E_HOMO: -0.215 Ha
- Total charge: -1
- Spin multiplicity: 1
- Frontier orbital gap: 9.1 eV
- LUMO level: 3.208 eV

***

Entry 11:
ORCA calculation (the ωB97M-V functional and the def2-TZVPD basis) on a 9-piece molecular cluster, H17O9 overall in a non-equilibrium geometry.

Structure (XYZ):
```
26
Properties=species:S:1:pos:R:3
O -2.0584 2.3020 0.9423
H 1.2694 1.7164 -1.2050
H -1.3096 -2.0410 -1.0870
O -0.1193 0.0682 -2.8631
H 2.2805 -1.7516 1.2076
O -2.4849 -0.5584 0.7405
H -1.6793 -0.1284 0.9682
H -2.2535 -0.9800 -0.1880
O 2.7482 -1.6054 0.1694
H 0.2805 -2.1839 -0.3036
H 0.7430 -0.7175 3.0926
O -1.9726 -2.9464 -0.9294
H -1.5892 1.6443 0.3814
H 2.0575 -1.7487 -0.5403
O 0.4208 -1.6416 -1.0697
H 0.8307 0.6263 2.6299
H 0.4007 0.8241 -3.2259
O 0.5475 1.2459 -0.8392
H 0.7285 0.3096 -0.9435
H 0.3700 -0.5224 -2.3572
O 1.0452 3.3898 0.8489
H 2.0087 3.2983 1.2242
H 0.8396 2.4204 0.7344
O 1.2303 -0.1862 2.5037
H -1.5098 -3.4763 -0.4054
H -2.8245 2.6422 0.5141
```

## Properties
- M: 161.13 g/mol
- E_HOMO (alpha / beta): -0.396 / -0.396 Ha
- Spin multiplicity: 2
- Frontier orbital gap (alpha / beta): 10.3 / 5.8 eV
- <S²>: 0.756
- LUMO level (alpha / beta): -0.438 / -4.960 eV

***

Entry 12:
ORCA calculation (the ωB97M-V functional and the def2-TZVPD basis) on a 9-piece molecular cluster, H17O9 overall in a non-equilibrium geometry.

Structure (XYZ):
```
26
Properties=species:S:1:pos:R:3
O 2.0569 2.4098 1.1774
H -1.3555 1.9726 -0.4136
H -0.3836 -1.1070 1.5520
O -3.0964 0.4700 1.8289
H -3.0307 1.2079 2.4340
O 0.5927 -0.0974 -0.6947
H 0.3374 -1.0160 -0.4111
H -0.3102 0.4539 -0.5956
O 3.6243 -1.2212 -1.6641
H 1.4845 -1.6837 1.5144
H 3.8873 -0.7336 -0.8764
O -0.4159 -1.8660 0.9525
H 1.3863 2.6212 0.5175
H 2.7039 -1.4443 -1.5200
O 2.3809 -1.4048 1.2356
H -0.4037 1.5248 -1.8431
H 1.9472 -1.0132 0.4606
O -1.2816 1.1293 0.0222
H -1.0867 -2.4259 1.3635
H -2.6394 0.7091 1.0069
O -3.0994 -1.0734 -0.9258
H -2.8986 -1.4482 -0.0653
H -2.6837 -0.2141 -0.9490
O 0.0629 1.8021 -2.6237
H 0.4034 0.9349 -2.8811
H 1.8177 1.5130 1.3982
```

## Properties
- M: 161.13 g/mol
- E_HOMO (alpha / beta): -0.419 / -0.418 Ha
- Spin multiplicity: 2
- Frontier orbital gap (alpha / beta): 10.9 / 5.7 eV
- <S²>: 0.759
- LUMO level (alpha / beta): -0.454 / -5.640 eV

***

Values of calculated total energy, in order: -611.4966 -611.5066 -611.4340 -611.2635 -803.8121 -640.9170 -641.8632 -940.8597 -611.7760 -687.4090 -687.1130 -687.1847, all in a.u..
Values of energy relative to the best compared isomer or geometry (same formula, charge and spin), in order: 226.0 199.5 390.2 837.8 156.8 2498.7 14.6 49.1 355.1 113.2 277.3 89.3, all in kJ/mol.